Record 1
10
Properties=species:S:1:pos:R:3:forces:R:3:nbo_charge:R:1 method="wB97M-V/def2-TZVPD" total_charge=+1 de_lowest_kj_mol=193.5 multiplicity=1 homo_ev="-14.98 / -14.98" total_energy_ha=-644.47765 homo_lumo_gap_ev="7.76 / 7.76" smiles="O=[N+]1C=CCS1"
C -0.193709 -0.838783 0.248297 -0.3 1.1 -0.5 0.0926
C -1.047281 -0.054913 -0.467062 -1.6 -2.5 0.4 -0.1659
C 1.103781 -0.286520 0.635101 0.8 0.2 0.3 -0.6894
N -0.671406 1.165644 -0.832652 4.6 3.0 0.7 0.2613
O -1.129932 2.063999 -1.430311 -0.4 -1.3 0.4 -0.1057
S 1.357496 1.354982 -0.017352 -2.8 -0.3 -1.1 0.4269
H -0.467943 -1.840424 0.549139 -0.1 0.0 0.0 0.2732
H -2.044800 -0.378589 -0.748358 0.0 0.1 -0.1 0.2811
H 1.173714 -0.232099 1.730536 -0.2 -0.1 0.0 0.3144
H 1.920079 -0.953296 0.332663 -0.1 -0.1 -0.1 0.3114

Record 2
6
Properties=species:S:1:pos:R:3:forces:R:3:nbo_charge:R:1 method="wB97M-V/def2-TZVPD" total_charge=+1 multiplicity=3 homo_ev="-12.48 / -15.19" s2=2.009 total_energy_ha=-5862.51385 homo_lumo_gap_ev="6.61 / 5.88"
O 2.289027 -0.229984 -0.347712 1.0 -0.2 -0.4 -0.8618
P -1.522297 -0.154792 0.973940 -2.6 -0.6 -1.3 0.4106
Br -2.530651 1.514822 -0.230188 0.3 -0.9 0.9 -0.0861
Br -1.923645 -1.990559 -0.265273 0.2 1.1 1.1 0.0024
I 0.654871 0.752543 -0.318353 1.4 0.3 -0.2 1.0134
H 3.032694 0.107968 0.187587 -0.3 0.2 0.0 0.5214

Record 3
21
Properties=species:S:1:pos:R:3:forces:R:3:nbo_charge:R:1 method="wB97M-V/def2-TZVPD" total_charge=0 de_lowest_kj_mol=108.4 multiplicity=1 homo_ev=-9.65 total_energy_ha=-399.70600 homo_lumo_gap_ev=10.42 smiles="CC(N)=O.NCCN"
N -0.113421 0.120577 -2.374316 0.3 0.9 0.0 -0.8340
C -0.993653 -1.003477 -2.097032 0.7 -0.3 -2.5 -0.2381
C -1.315903 -1.167329 -0.680813 -1.6 -1.3 2.3 -0.2375
N -1.983944 -2.516135 -0.484361 0.4 1.1 -0.1 -0.8308
H -0.617540 0.972808 -2.117350 0.3 -0.1 -0.3 0.3406
H 0.114954 0.195843 -3.379421 -0.3 -0.1 0.9 0.3678
H -0.477322 -1.915947 -2.441233 -0.2 0.2 0.2 0.2047
H -1.872781 -0.902099 -2.747822 -0.4 -0.4 0.4 0.1643
H -0.429663 -1.216401 -0.045613 0.2 0.2 -0.3 0.1923
H -1.984661 -0.376357 -0.248218 0.6 -0.2 -0.6 0.1650
H -2.096747 -2.678066 0.519861 -0.2 0.0 -0.6 0.3595
H -2.897850 -2.478492 -0.940077 0.2 -0.2 0.4 0.3519
C 1.217148 -0.006216 2.279862 -1.8 -0.7 -2.1 -0.7196
C 1.304306 1.312593 1.513958 0.9 0.4 -0.3 0.6772
N 0.233555 1.665539 0.737372 -0.4 -1.0 0.6 -0.8288
O 2.282109 2.051641 1.562260 -0.7 -0.8 0.5 -0.6094
H 0.238822 -0.128259 2.808158 1.1 0.3 0.0 0.2308
H 2.099739 -0.052332 2.830652 1.1 -0.2 1.5 0.2433
H 1.254944 -0.899286 1.576214 0.0 1.2 0.5 0.2256
H 0.425915 2.452563 0.173437 0.2 0.8 -0.7 0.3916
H -0.239400 0.909587 0.266629 -0.1 0.1 0.1 0.3836

Record 4
76
Properties=species:S:1:pos:R:3:forces:R:3:lowdin_spin:R:1 method="wB97M-V/def2-TZVPD" total_charge=0 de_lowest_kj_mol=283.5 multiplicity=2 homo_ev="-7.48 / -7.45" s2=0.772 total_energy_ha=-4212.37829 homo_lumo_gap_ev="6.18 / 6.13"
Ru -0.671823 0.843196 0.773614 -0.8 -2.6 -1.5 0.7971
N -0.279402 -1.569825 4.489534 -0.4 0.1 -0.2 0.0019
C -0.521985 -0.943893 3.306247 0.6 1.1 -0.5 0.0066
S 0.269474 0.607470 3.061388 -0.4 0.0 -1.0 0.0786
N -1.250878 -1.525936 2.408202 0.0 -2.2 1.1 0.0001
N -1.425804 -0.932727 1.247820 -2.4 0.7 -1.3 -0.0070
C -2.247342 -1.493329 0.328994 2.1 0.2 2.5 -0.0013
C -2.495749 -2.925044 0.301355 -0.3 -0.7 0.1 -0.0004
C -3.748174 -3.450746 -0.035039 0.3 0.2 0.3 -0.0001
C -3.908409 -4.809370 -0.216515 -0.1 -0.2 0.0 0.0001
C -2.834308 -5.669977 -0.048909 0.0 0.1 0.0 -0.0001
C -1.601495 -5.162829 0.334737 0.0 -0.1 0.0 0.0000
C -1.429880 -3.805848 0.517990 -0.2 0.2 -0.2 -0.0001
C -2.747080 -0.611106 -0.665919 -0.4 1.4 -1.7 -0.0005
C -3.411090 -1.014438 -1.846620 0.4 -0.2 1.0 -0.0006
C -3.790400 -0.074127 -2.767873 0.1 1.0 0.0 -0.0020
C -3.525723 1.279374 -2.523345 -0.1 -0.7 0.2 0.0003
C -2.854526 1.614163 -1.359351 -0.4 0.6 -0.3 0.0006
N -2.478040 0.713200 -0.472409 1.1 -1.0 0.6 0.0149
H 0.024624 -0.977511 5.246923 0.0 -0.1 0.0 0.0006
H -0.920279 -2.314474 4.724681 0.1 0.0 0.0 0.0002
H -4.595372 -2.788004 -0.122031 -0.1 0.1 -0.1 0.0000
H -4.877429 -5.199876 -0.491102 -0.1 0.0 0.0 0.0000
H -2.956075 -6.730167 -0.213472 0.0 -0.1 0.0 0.0000
H -0.762751 -5.827848 0.480499 0.0 -0.1 0.0 0.0000
H -0.464708 -3.409634 0.793609 0.1 0.0 0.0 0.0000
H -3.561527 -2.064657 -2.037405 0.0 0.0 0.0 0.0000
H -4.268985 -0.372220 -3.687019 -0.1 -0.1 -0.1 -0.0001
H -3.815073 2.039745 -3.225919 0.0 0.2 -0.1 0.0002
H -2.627523 2.645371 -1.112998 0.1 -0.1 0.0 0.0003
Cl -0.323024 -1.063581 -4.072499 0.0 -0.3 -0.2 0.0019
C 0.110431 0.501307 -3.505688 -0.1 0.1 1.4 0.0059
C 0.490116 1.491232 -4.392911 0.2 0.8 0.1 -0.0020
C 0.818855 2.749862 -3.931108 -0.2 -0.6 -0.1 0.0060
Cl 1.323166 3.945807 -5.063528 0.1 0.3 -0.3 0.0013
C 0.760499 3.070991 -2.555948 -0.1 -0.3 -0.1 -0.0011
C 1.063594 4.337489 -2.024784 0.0 0.0 0.8 0.0069
C 1.027857 4.517135 -0.656397 0.3 0.2 -0.9 -0.0012
C 0.660780 3.459144 0.169226 -0.2 -0.6 0.0 0.0085
N 0.293737 2.275805 -0.312234 0.3 2.0 0.4 0.0003
C 0.363363 2.053164 -1.650858 0.1 -0.1 -0.6 -0.0019
C 0.061328 0.718572 -2.104894 0.4 0.7 -1.5 -0.0037
O -0.199754 -0.214044 -1.286639 -0.3 -0.1 2.4 0.0237
H 0.538384 1.272434 -5.448222 0.0 0.0 -0.1 -0.0002
H 1.331672 5.141802 -2.694263 0.0 0.0 0.0 0.0004
H 1.266997 5.473021 -0.216805 0.0 0.0 0.0 -0.0002
H 0.631703 3.575409 1.248013 -0.2 0.0 -0.2 0.0004
C 3.036506 0.915661 1.197687 -0.1 0.1 0.2 0.0011
N 2.166703 0.044751 0.400827 -0.2 0.0 0.1 0.0536
C 2.161173 -1.295327 1.000619 -0.1 -0.1 0.1 0.0010
N 3.501906 -1.853338 1.093274 0.0 -0.4 0.2 0.0010
C 4.318005 -0.944871 1.892744 0.0 0.0 0.1 0.0002
N 4.387483 0.386373 1.299592 0.3 0.3 0.2 0.0018
C 4.936790 0.262405 -0.046180 0.1 0.0 0.0 0.0002
N 4.119318 -0.614384 -0.875769 0.3 0.0 -0.4 0.0040
C 2.769388 -0.079949 -0.932822 -0.1 0.0 -0.2 0.0027
C 4.066778 -1.929434 -0.247187 0.1 0.0 -0.1 0.0002
H 2.610005 1.020279 2.200693 0.2 0.0 -0.2 0.0003
H 3.080360 1.899494 0.719942 0.0 0.0 0.0 -0.0001
H 1.540820 -1.945407 0.377035 0.0 0.0 0.0 -0.0002
H 1.736481 -1.234688 2.006377 0.1 0.0 -0.2 0.0003
H 5.330243 -1.349227 1.975862 0.0 0.0 0.0 0.0001
H 3.878284 -0.864077 2.889769 0.1 0.0 0.0 0.0000
H 5.947941 -0.150900 0.017027 0.0 0.1 0.0 0.0002
H 4.980592 1.252140 -0.512496 0.0 -0.1 0.1 0.0000
H 2.157068 -0.751946 -1.536334 0.0 0.1 0.0 0.0001
H 2.798995 0.905805 -1.404854 0.0 0.0 0.0 0.0000
H 5.079901 -2.335361 -0.193331 0.0 0.0 0.0 0.0001
H 3.450503 -2.591768 -0.860645 0.0 0.0 0.0 0.0000
Cl -1.449982 4.114337 4.165967 0.2 0.2 0.2 -0.0001
C -2.908399 3.556002 3.325172 -0.1 -0.2 -0.4 -0.0001
Cl -4.032263 2.821473 4.460160 -0.2 0.1 0.1 0.0002
C -2.391663 2.551625 2.266666 -0.7 0.2 0.6 -0.0004
O -2.480312 1.341119 2.494531 0.1 -0.1 0.0 -0.0175
O -1.853061 3.071521 1.276764 0.5 0.2 -0.4 0.0170
H -3.381530 4.423214 2.858786 0.1 -0.2 0.1 0.0000

Record 5
30
Properties=species:S:1:pos:R:3:forces:R:3:nbo_charge:R:1 method="wB97M-V/def2-TZVPD" total_charge=0 de_lowest_kj_mol=0.0 multiplicity=1 homo_ev=-9.35 total_energy_ha=-1564.37666 homo_lumo_gap_ev=9.71
C -1.338887 4.702005 -0.046357 0.0 -0.1 0.1 -0.6190
C -2.813312 4.340706 -0.187834 0.0 0.0 0.0 -0.4374
C -3.185583 2.954887 0.326147 -0.1 0.0 0.0 -0.8060
I -2.925561 2.785251 2.462192 0.0 0.0 0.1 0.0898
Si -2.344592 1.455456 -0.396369 0.0 -0.1 0.1 1.5081
I -2.447532 1.622784 -2.828873 0.0 0.0 -0.1 -0.2518
O -0.784413 1.325675 0.044572 -0.1 0.0 0.0 -1.2806
Si 0.317812 0.085514 0.069754 0.0 -0.1 0.0 1.2302
H -0.696061 3.877007 -0.357250 0.0 0.0 -0.1 0.2147
H -1.090393 5.568443 -0.658027 0.0 0.0 0.0 0.2171
H -1.080353 4.929859 0.988271 0.0 0.0 0.0 0.2152
H -3.436731 5.081811 0.316798 0.0 0.0 0.0 0.2120
H -3.091255 4.364114 -1.246770 0.0 0.0 0.0 0.2239
H -4.257466 2.779747 0.209559 0.0 0.0 -0.1 0.2520
H -3.099978 0.240533 -0.042416 0.0 0.0 0.0 -0.1925
H 0.325645 -0.516150 1.414758 0.0 0.0 0.0 -0.1936
H 1.642773 0.658665 -0.240140 0.0 0.0 0.0 -0.1984
H -0.069242 -0.910074 -0.945855 0.0 0.0 0.0 -0.1870
C 2.615340 -4.798864 -0.738445 0.0 0.0 0.0 -0.6297
C 2.280048 -3.414747 -0.211629 0.0 0.1 -0.1 0.0932
C 3.171888 -3.004339 0.947769 0.0 0.0 0.0 -0.6306
O 0.900377 -3.323327 0.147020 0.0 0.0 0.0 -0.7227
H 2.491333 -5.544149 0.052675 0.0 0.0 0.0 0.1976
H 1.960536 -5.060264 -1.568584 0.0 0.0 0.0 0.2207
H 3.650584 -4.845492 -1.079697 0.0 0.0 0.0 0.2123
H 2.385530 -2.688122 -1.022154 0.0 0.0 0.0 0.1729
H 3.060006 -3.707796 1.777926 0.0 0.0 0.0 0.1989
H 2.909386 -2.007721 1.302498 0.0 0.0 0.0 0.2167
H 4.221719 -3.003507 0.650838 0.0 0.0 0.0 0.2132
H 0.728383 -3.947904 0.859622 0.0 0.0 0.0 0.4607

Record 6
45
Properties=species:S:1:pos:R:3:forces:R:3:nbo_charge:R:1 method="wB97M-V/def2-TZVPD" total_charge=0 de_lowest_kj_mol=343.8 multiplicity=1 homo_ev=-6.46 total_energy_ha=-1221.46049 homo_lumo_gap_ev=4.00
N -0.731708 -2.236949 0.980272 -0.9 0.8 0.9 -0.6866
C -1.211489 -2.663853 2.213181 0.6 0.2 -1.3 0.7509
O -1.761962 -1.904395 2.996628 -0.2 0.3 0.5 -0.7002
N -1.051428 -4.009449 2.530359 -0.3 -0.1 0.8 -0.6453
C -0.466468 -5.012024 1.760490 0.1 0.5 -0.4 0.6231
O -0.344192 -6.164589 2.157365 -0.2 0.1 0.3 -0.6634
C -0.058116 -4.490658 0.502946 0.3 0.3 -1.0 -0.4962
C -0.226263 -3.156996 0.185080 0.5 -1.4 -0.2 0.0844
H -1.380282 -4.282362 3.450538 0.0 0.1 -0.2 0.4091
H 0.410977 -5.167924 -0.185808 0.0 -0.1 -0.2 0.2115
H 0.080253 -2.820643 -0.818155 0.0 -0.1 0.3 0.1610
C -2.944566 -0.580737 -5.217056 -0.1 0.1 -0.2 -0.0671
C -3.109429 -1.022773 -3.751029 -0.3 -0.5 0.1 -0.4580
C -2.003335 -0.289585 -3.055840 0.5 0.6 0.2 -0.1335
C -1.260432 0.398253 -4.035732 -0.4 -0.1 0.3 0.4757
O -1.738737 0.257134 -5.292055 0.2 -0.2 1.0 -0.4707
C -0.177604 1.224086 -3.694455 -0.1 0.1 -0.4 -0.3135
C 0.115136 1.438339 -2.364229 0.2 -0.6 0.1 -0.0974
C -0.539032 0.666392 -1.345435 -0.3 0.1 0.0 -0.2018
C -0.243210 0.670320 0.049097 0.0 0.9 -0.4 0.1210
C 0.843390 1.315860 0.702392 0.2 0.2 0.2 -0.1080
C 0.664986 1.702434 2.068805 0.3 -0.3 0.2 -0.0914
C 1.687375 2.316821 2.768330 0.2 0.1 -0.8 -0.1080
C 2.884386 2.627546 2.090641 -0.3 0.1 -0.1 0.3962
O 3.780673 3.318932 2.828250 -0.8 -0.6 -0.2 -0.4546
C 3.181693 3.557640 4.147198 0.2 0.2 0.0 -0.0649
C 1.831265 2.816762 4.176913 -0.1 -0.1 0.5 -0.4571
C 3.085636 2.271411 0.747512 0.4 0.2 0.3 -0.2890
C 2.086819 1.606918 0.069117 -0.2 0.0 0.2 -0.1210
C -1.650828 -0.143612 -1.726446 0.1 -0.4 -0.4 -0.0644
H -2.800152 -1.423506 -5.906320 0.0 0.4 0.2 0.2038
H -3.787848 0.039168 -5.553057 0.3 -0.2 0.0 0.1971
H -4.093520 -0.733215 -3.360115 0.2 -0.2 -0.1 0.2374
H -3.005473 -2.115940 -3.663782 -0.1 0.4 0.1 0.2417
H 0.375756 1.677752 -4.511790 -0.1 0.3 0.3 0.2376
H 0.863369 2.192349 -2.107440 -0.3 -0.4 -0.1 0.2278
H -0.985978 0.206037 0.696397 0.1 -0.1 -0.1 0.2741
H -0.302069 1.506386 2.534240 0.3 -0.1 0.0 0.2414
H 3.893220 3.189303 4.898576 -0.2 0.2 -0.3 0.2040
H 3.058104 4.645373 4.252848 0.1 -0.4 -0.1 0.1948
H 1.019409 3.488392 4.476587 0.1 -0.2 0.0 0.2364
H 1.876832 1.983570 4.895376 -0.2 0.2 -0.3 0.2401
H 4.039542 2.521923 0.295368 -0.1 -0.1 -0.1 0.2389
H 2.259808 1.266486 -0.951527 0.0 0.1 0.4 0.2261
H -2.164509 -0.686376 -0.934235 0.1 0.0 -0.1 0.2580

The highest multiplicity belongs to which entry?
Br2HIOP

Look up the multiplicity of the third one.
1

Repeat the second record exactly.
6
Properties=species:S:1:pos:R:3:forces:R:3:nbo_charge:R:1 method="wB97M-V/def2-TZVPD" total_charge=+1 multiplicity=3 homo_ev="-12.48 / -15.19" s2=2.009 total_energy_ha=-5862.51385 homo_lumo_gap_ev="6.61 / 5.88"
O 2.289027 -0.229984 -0.347712 1.0 -0.2 -0.4 -0.8618
P -1.522297 -0.154792 0.973940 -2.6 -0.6 -1.3 0.4106
Br -2.530651 1.514822 -0.230188 0.3 -0.9 0.9 -0.0861
Br -1.923645 -1.990559 -0.265273 0.2 1.1 1.1 0.0024
I 0.654871 0.752543 -0.318353 1.4 0.3 -0.2 1.0134
H 3.032694 0.107968 0.187587 -0.3 0.2 0.0 0.5214